<1>
The following is a quantum chemistry calculation of one molecule with the formula C8H9NO3, from OMol25.

Cartesian coordinates (Å):
1 C -3.099 1.310 -0.280
2 C -3.245 0.059 0.542
3 C -2.050 2.017 -0.639
4 C -2.449 -0.965 0.813
5 C 2.202 -0.680 0.337
6 C -0.253 -0.553 -0.465
7 C -1.274 -1.409 0.081
8 C 3.564 -0.133 -0.179
9 N 1.090 -0.375 -0.517
10 O 2.182 -1.458 1.281
11 O -1.197 -0.959 -1.353
12 O -0.896 -2.757 0.202
13 H -4.012 1.776 -0.615
14 H -4.040 0.203 1.292
15 H -2.040 2.960 -1.029
16 H -2.847 -1.816 1.451
17 H 3.788 -0.932 -0.920
18 H 3.389 0.818 -0.686
19 H 4.317 -0.207 0.598
20 H 1.444 0.126 -1.301
21 H 0.084 -2.732 0.437

Summary:
Spin multiplicity   1
Gap between HOMO and LUMO (spin up / spin down)   9.52 / 6.70 eV

In the Löwdin picture, each atom carries the following charge in e: C -0.20; C -0.08; C 0.14; C -0.02; C -0.44; C -0.22; C -0.40; C 0.01; N 0.15; O 0.05; O 0.11; O 0.05; H 0.09; H 0.11; H 0.00; H 0.14; H 0.10; H 0.07; H 0.08; H 0.13; H 0.13

<2>
The following is a quantum chemistry calculation of one molecule with the formula C8H9NO3, from OMol25.

Cartesian coordinates (Å):
1 C 1.226 -1.435 0.725
2 C 1.036 -0.855 -0.688
3 N -0.034 -1.688 -1.597
4 C -0.363 -0.746 -2.592
5 O -0.808 -0.827 -3.764
6 O -0.020 0.570 -2.097
7 C 0.610 0.518 -0.878
8 C -0.226 0.970 0.276
9 C -0.149 1.965 1.191
10 C -1.192 1.801 2.143
11 C -1.965 0.752 1.564
12 O -1.394 0.199 0.552
13 H 0.425 -1.033 1.697
14 H 2.408 -1.061 1.015
15 H 1.025 -2.602 0.526
16 H 2.058 -0.914 -1.045
17 H 0.308 -2.496 -2.024
18 H 1.404 1.319 -0.700
19 H 0.562 2.811 1.143
20 H -1.924 2.458 2.725
21 H -2.987 0.295 1.828

Summary:
SMILES string   C[C@H]1NC(=O)O[C@H]1c1ccco1
Spin multiplicity   1
Gap between HOMO and LUMO   9.45 eV

In the Löwdin picture, each atom carries the following charge in e: C -0.07; C -0.29; N 0.17; C -0.40; O 0.07; O 0.06; C -0.31; C -0.21; C -0.05; C -0.06; C -0.17; O 0.03; H 0.16; H 0.14; H 0.11; H 0.13; H 0.10; H 0.19; H 0.13; H 0.12; H 0.16

Going by the computed energies, the most stable comes first: <2>, <1>.

<1>
The following is a quantum chemistry calculation of an isolated ion of composition C3H11N3 and charge +2, from OMol25.

Cartesian coordinates (Å):
1 C -1.740 -0.142 -1.161
2 N -0.317 -0.241 -1.076
3 N 0.618 0.020 0.345
4 C 0.707 1.483 0.531
5 C 0.495 -1.032 1.332
6 N 1.541 -0.904 0.443
7 H -2.257 -0.658 -0.350
8 H -2.183 0.795 -1.221
9 H -2.199 -0.672 -2.015
10 H 0.092 0.452 -1.621
11 H -0.056 -1.114 -1.371
12 H 0.543 1.587 1.567
13 H 1.762 1.777 0.353
14 H 0.017 2.029 0.003
15 H -0.124 -1.897 1.112
16 H 0.558 -0.757 2.487
17 H 2.542 -0.728 0.641

Summary:
Charge   +2
SMILES string   C[NH2+][N@@+]1(C)CN1
Spin multiplicity   1
Gap between HOMO and LUMO   10.61 eV

In the Löwdin picture, each atom carries the following charge in e: C 0.02; N 0.18; N -0.13; C 0.12; C 0.02; N 0.15; H 0.13; H 0.10; H 0.16; H 0.15; H 0.15; H 0.11; H 0.15; H 0.09; H 0.15; H 0.22; H 0.22

<2>
The following is a quantum chemistry calculation of C3H11N3 as an isolated structure, from OMol25.

Cartesian coordinates (Å):
1 C 2.822 0.300 0.249
2 C 0.471 0.500 -0.392
3 C -2.324 0.712 0.031
4 N 1.699 -0.205 -0.054
5 N -0.673 -1.530 -0.057
6 N -0.651 -0.177 0.280
7 H 2.982 1.376 0.297
8 H 3.673 -0.343 0.467
9 H 0.526 1.556 -0.103
10 H 0.324 0.439 -1.483
11 H -2.560 0.518 -1.006
12 H -2.964 0.214 0.746
13 H -2.107 1.746 0.259
14 H 1.578 -1.232 -0.103
15 H -0.984 -1.700 -1.013
16 H -1.224 -2.101 0.579
17 H -0.588 -0.074 1.302

Summary:
Charge   +2
Spin multiplicity   1
Gap between HOMO and LUMO   10.30 eV

In the Löwdin picture, each atom carries the following charge in e: C 0.25; C -0.08; C 0.24; N 0.07; N 0.09; N -0.12; H 0.15; H 0.15; H 0.17; H 0.17; H 0.09; H 0.09; H 0.08; H 0.18; H 0.14; H 0.14; H 0.19

Going by the computed energies, the most stable comes first: <2>, <1>.

<1>
The following is a quantum chemistry calculation of one molecule with the formula C3HFO, from OMol25.

Cartesian coordinates (Å):
1 C -0.199 -1.044 1.294
2 C -0.177 -0.509 0.210
3 C 0.252 0.836 -0.911
4 O 1.077 1.609 -0.641
5 F -0.256 0.693 -2.109
6 H -0.698 -1.586 2.156

Summary:
SMILES string   C#CC(=O)F
Spin multiplicity   1
Gap between HOMO and LUMO   11.46 eV

In the Löwdin picture, each atom carries the following charge in e: C 0.03; C 0.01; C -0.42; O 0.19; F 0.14; H 0.06

<2>
The following is a quantum chemistry calculation of a 2-piece molecular cluster, C3HFO overall, from OMol25.

Cartesian coordinates (Å):
1 C 0.612 -0.715 1.814
2 C 0.014 -1.526 2.378
3 C -0.120 0.565 -1.107
4 O 1.013 0.372 -1.403
5 F -0.565 1.072 0.027
6 H -0.955 0.233 -1.709

Summary:
Spin multiplicity   1
Gap between HOMO and LUMO (spin up / spin down)   8.65 / 8.75 eV

In the Löwdin picture, each atom carries the following charge in e: C 0.00; C 0.03; C -0.35; O 0.12; F 0.07; H 0.13

Going by the computed energies, the most stable comes first: <1>, <2>.

<1>
The following is a quantum chemistry calculation of a 15-piece molecular cluster, H30O15 overall, from OMol25.

Cartesian coordinates (Å):
1 O -4.576 -5.961 0.353
2 H -4.691 -6.822 0.794
3 H -3.609 -5.890 0.335
4 O -6.383 -0.027 3.118
5 H -6.083 -0.292 2.206
6 H -6.818 -0.757 3.486
7 O -6.846 -5.974 2.037
8 H -7.378 -6.763 1.946
9 H -6.314 -6.246 2.783
10 O -5.889 -5.270 5.424
11 H -5.793 -5.803 4.628
12 H -5.528 -5.695 6.222
13 O -3.165 -1.674 3.183
14 H -3.544 -2.172 3.931
15 H -3.548 -2.091 2.419
16 O -3.107 -2.808 0.442
17 H -3.919 -3.226 0.157
18 H -2.532 -2.937 -0.327
19 O -5.231 -3.668 -0.861
20 H -6.212 -3.686 -0.889
21 H -5.115 -4.543 -0.426
22 O -7.657 -2.693 3.813
23 H -8.432 -2.127 3.724
24 H -8.103 -3.527 3.748
25 O -8.976 -5.147 3.467
26 H -9.425 -5.601 4.181
27 H -8.168 -5.668 3.223
28 O -7.608 -2.995 0.478
29 H -8.386 -2.873 0.908
30 H -6.853 -2.961 1.051
31 O -2.588 -4.718 2.676
32 H -2.416 -5.665 2.498
33 H -3.486 -4.634 2.358
34 O -5.944 -2.155 6.016
35 H -6.298 -2.599 5.286
36 H -5.694 -2.798 6.678
37 O -7.748 -5.921 -0.682
38 H -7.569 -5.746 0.270
39 H -8.593 -5.619 -0.959
40 O -3.682 -3.735 4.962
41 H -4.524 -4.175 5.131
42 H -3.311 -4.237 4.247
43 O -5.505 -3.503 2.301
44 H -5.964 -4.288 2.094
45 H -6.082 -3.073 2.880

Summary:
Spin multiplicity   1
Gap between HOMO and LUMO   7.48 eV

In the Löwdin picture, each atom carries the following charge in e: O -0.04; H 0.07; H 0.07; O -0.04; H 0.07; H -0.05; O -0.04; H 0.09; H 0.06; O -0.03; H 0.03; H 0.09; O -0.07; H 0.00; H -0.04; O -0.05; H -0.04; H 0.06; O -0.08; H 0.04; H 0.00; O -0.04; H 0.09; H 0.00; O -0.05; H 0.06; H 0.02; O 0.01; H -0.01; H 0.00; O -0.04; H 0.07; H -0.01; O -0.02; H -0.06; H 0.03; O -0.04; H 0.00; H 0.03; O -0.06; H -0.03; H -0.02; O 0.01; H -0.02; H -0.02

<2>
The following is a quantum chemistry calculation of a 15-piece molecular cluster, H30O15 overall, from OMol25.

Cartesian coordinates (Å):
1 H -0.279 -0.277 -0.477
2 H 0.479 0.525 0.567
3 H -1.698 -0.243 -4.291
4 H -2.200 0.450 -3.189
5 H 1.651 0.671 3.667
6 H 2.687 -0.463 3.750
7 H 1.995 2.750 -2.894
8 H 1.184 1.929 -1.866
9 H -2.857 0.627 -1.686
10 H -1.829 -0.268 -0.970
11 H -0.121 -4.676 0.108
12 H 0.351 -6.068 -0.577
13 H -1.809 0.410 3.759
14 H -2.292 -0.903 2.982
15 H 1.393 4.253 -1.160
16 H 1.336 5.511 -0.553
17 H 3.801 1.103 0.378
18 H 2.411 1.391 0.170
19 H -1.790 -4.474 -2.196
20 H -1.204 -3.147 -2.071
21 H 1.535 -3.448 2.528
22 H 2.073 -3.921 1.199
23 H 0.634 4.614 1.242
24 H -0.480 4.607 2.410
25 H 0.731 -2.076 -3.421
26 H 0.923 -0.620 -2.923
27 H -2.048 -2.098 1.747
28 H -0.682 -1.646 2.050
29 H -2.312 2.815 0.962
30 H -3.382 3.294 -0.142
31 O 0.361 -0.341 0.244
32 O -2.246 -0.371 -3.534
33 O 2.510 0.493 4.047
34 O 2.072 2.058 -2.208
35 O -2.703 0.156 -0.890
36 O 0.556 -5.122 -0.493
37 O -1.589 -0.485 3.579
38 O 1.257 4.656 -0.292
39 O 2.992 0.675 0.448
40 O -0.941 -4.011 -2.272
41 O 2.141 -3.258 1.790
42 O 0.153 5.154 1.853
43 O 1.321 -1.518 -3.003
44 O -1.485 -1.391 1.558
45 O -2.600 2.680 0.070

Summary:
Spin multiplicity   1
Gap between HOMO and LUMO   9.68 eV

In the Löwdin picture, each atom carries the following charge in e: H 0.01; H 0.01; H 0.05; H -0.04; H 0.00; H 0.08; H 0.06; H 0.02; H -0.01; H 0.01; H 0.07; H 0.04; H 0.01; H 0.06; H 0.05; H 0.01; H 0.00; H 0.00; H 0.06; H -0.01; H 0.05; H -0.06; H -0.05; H 0.06; H -0.03; H 0.03; H 0.02; H 0.07; H 0.01; H 0.09; O -0.01; O 0.02; O -0.09; O -0.04; O -0.04; O -0.09; O -0.09; O 0.00; O -0.02; O -0.04; O -0.01; O -0.09; O -0.02; O -0.08; O -0.08

Going by the computed energies, the most stable comes first: <1>, <2>.